{
  "formula": "C27H52ClN9O",
  "method": "the ωB97M-V functional and the def2-TZVPD basis",
  "mol_weight_g_mol": 554.23,
  "multiplicity": 1,
  "orbital_gap_ev": 5.24,
  "de_lowest_kj_mol": 0.0,
  "energy_ev": -56787.2961,
  "total_charge": 4,
  "symbols": ["C", "C", "O", "N", "H", "H", "C", "H", "H", "H", "H", "H", "H", "C", "C", "N", "C", "C", "N", "C", "C", "H", "H", "H", "H", "H", "H", "H", "H", "H", "H", "H", "C", "C", "N", "C", "C", "N", "C", "C", "H", "H", "H", "H", "H", "H", "H", "H", "H", "H", "H", "C", "C", "N", "C", "C", "N", "C", "C", "H", "H", "H", "H", "H", "H", "H", "H", "H", "H", "H", "C", "C", "N", "C", "C", "N", "C", "C", "H", "H", "H", "H", "H", "H", "H", "H", "H", "H", "H", "Cl"],
  "positions_angstrom": [[-6.58775, -1.88740, 1.31568], [-7.37250, -2.23000, 0.10616], [-7.76273, -3.40329, -0.12038], [-7.87986, -1.08850, -0.83477], [-7.44582, -0.18674, -0.69858], [-7.68144, -1.34426, -1.79149], [-9.43140, -1.00298, -0.72395], [-7.21316, -2.21376, 2.14661], [-6.50290, -0.81935, 1.51608], [-5.57000, -2.27702, 1.33771], [-9.81704, -0.27838, -1.44113], [-9.64728, -0.74106, 0.31184], [-9.82080, -1.98888, -0.97791], [-5.96634, 8.54658, 4.91295], [-6.19160, 8.54083, 3.41546], [-5.31941, 7.55676, 2.77273], [-5.70325, 6.31358, 2.35270], [-4.52642, 5.73220, 1.76453], [-3.52175, 6.62199, 1.83648], [-3.98455, 7.68913, 2.55306], [-2.25230, 6.48819, 1.19662], [-6.65554, 9.18871, 5.46138], [-5.00127, 8.98705, 5.16339], [-6.01244, 7.55411, 5.36127], [-6.26337, 9.55067, 3.01151], [-7.19163, 8.15581, 3.21598], [-6.72741, 5.97387, 2.30693], [-4.41506, 4.85242, 1.14809], [-3.39803, 8.56392, 2.79210], [-2.28522, 5.95998, 0.24372], [-1.38077, 6.16726, 1.76719], [-1.94170, 7.51684, 1.01358], [2.79361, -5.73868, 1.32087], [1.98429, -4.66988, 0.49449], [1.17321, -5.23942, -0.55346], [1.59835, -6.09052, -1.51897], [0.54470, -6.32391, -2.42326], [-0.57821, -5.80511, -1.79798], [-0.16731, -5.18146, -0.64354], [-1.91915, -5.72751, -2.47052], [3.36085, -5.22402, 2.09640], [3.39171, -6.40460, 0.69885], [2.09476, -6.30845, 1.93332], [2.65675, -3.91335, 0.09008], [1.28823, -4.13378, 1.13962], [2.65989, -6.28711, -1.54880], [0.41725, -6.83684, -3.36509], [-0.82941, -4.62965, 0.00723], [-2.18732, -4.67598, -2.57276], [-2.62168, -6.24139, -1.81441], [-1.83720, -6.17088, -3.46290], [4.38489, -4.66534, -6.74749], [4.00188, -3.19950, -7.07520], [3.08156, -2.50973, -6.29177], [3.44273, -1.89700, -5.06999], [2.29138, -1.24505, -4.57513], [1.21144, -1.58070, -5.43231], [1.72820, -2.34191, -6.46969], [-0.09119, -0.89972, -5.37164], [5.23805, -4.58897, -6.07341], [4.58713, -5.38123, -7.54417], [3.61248, -5.15465, -6.15416], [3.63114, -3.34079, -8.09043], [4.86634, -2.59939, -7.35925], [4.47129, -1.67631, -4.82557], [2.09369, -0.56476, -3.75996], [1.19568, -2.66876, -7.35059], [0.04345, 0.11405, -4.99452], [-0.69619, -1.46524, -4.66293], [-0.50049, -0.90565, -6.38185], [9.55318, 1.36436, 2.95946], [8.71499, 2.24872, 3.93815], [7.33246, 2.01983, 3.92890], [6.53453, 2.33151, 2.85776], [5.19982, 2.05573, 3.15351], [5.21222, 1.52241, 4.46759], [6.52922, 1.48964, 4.92181], [4.11320, 0.96957, 5.30256], [9.48296, 0.33943, 3.32369], [10.60761, 1.56713, 2.77192], [9.16804, 1.27498, 1.94369], [8.92007, 3.29607, 3.71654], [9.06203, 2.08513, 4.95838], [6.98532, 2.81385, 2.00303], [4.34153, 2.12669, 2.50180], [6.76669, 1.21555, 5.93910], [3.18849, 1.42896, 4.95330], [4.27335, 1.30787, 6.32629], [4.06674, -0.11088, 5.16632], [-0.99845, 0.32835, 1.05160]],
  "forces_ev_per_a": [[-0.3, 1.5, 0.4], [-1.4, -5.3, -0.5], [1.5, 5.8, 0.1], [-1.3, -1.1, 0.2], [0.2, 0.3, 0.5], [0.2, -0.4, -0.5], [0.6, -0.2, 0.1], [0.3, -0.6, 0.1], [0.1, 0.2, -0.4], [-0.3, -0.4, -0.1], [0.3, 0.1, 0.2], [-0.2, 0.0, -0.2], [0.2, 0.1, 0.2], [0.5, 0.5, 0.7], [-1.7, -0.5, 1.0], [2.1, -0.1, -0.4], [2.7, -1.0, -1.8], [-3.2, 0.3, 0.3], [-1.6, 0.8, 2.2], [-0.5, 0.0, -1.0], [2.0, 1.6, -0.6], [-0.4, -0.1, -0.4], [0.3, -0.2, -0.1], [0.0, 0.0, -0.2], [1.0, -0.2, -0.5], [-0.1, -0.1, 0.0], [0.2, 0.1, 0.3], [-0.1, -0.1, 0.3], [-0.1, -0.1, 0.0], [-0.4, 0.0, 0.3], [-0.7, -0.8, 0.6], [-0.1, 0.1, -0.6], [-1.3, 0.8, 0.0], [0.9, -0.2, 1.7], [-2.3, -1.5, -0.2], [0.1, 0.3, -2.6], [0.6, 0.1, 2.4], [1.1, 1.0, 0.5], [-0.6, 0.2, -1.6], [0.7, 0.2, 1.1], [0.5, 0.1, -0.5], [0.1, 0.2, 0.2], [-0.1, -0.4, -0.4], [-0.1, -0.2, -0.3], [0.1, 0.0, 0.1], [-0.2, -0.3, -0.4], [0.4, -0.1, 0.2], [0.1, 0.0, 0.0], [0.0, -0.1, 0.0], [-0.1, 0.0, -0.4], [0.0, -0.2, 0.3], [0.2, 0.5, 2.2], [1.3, -2.5, -4.3], [-2.9, 1.7, 3.2], [-2.6, 1.8, -0.5], [0.5, -1.9, -1.9], [3.2, -0.5, -1.1], [1.1, 1.2, 1.6], [0.1, -0.8, 0.0], [0.2, -0.6, -0.1], [0.1, 0.8, -0.4], [-0.3, 0.2, 0.0], [-0.9, 0.5, 0.0], [0.2, 0.2, 1.0], [0.0, -0.5, 0.1], [0.3, -0.2, 0.1], [-0.1, -0.1, 0.2], [0.1, -0.1, -0.2], [-0.3, 0.2, -0.2], [-0.2, 0.1, 0.3], [-0.9, -1.1, 0.0], [3.5, 0.4, -0.1], [-3.9, -1.4, 1.0], [-1.5, 0.0, 0.3], [2.2, -0.6, 1.2], [2.6, 0.1, -0.3], [-1.6, 1.3, -2.6], [0.0, 0.8, -0.8], [0.2, -0.1, 0.1], [-0.1, 0.6, 0.8], [-0.6, 0.5, 0.0], [-0.3, 0.1, 0.1], [0.1, 0.0, -0.1], [-0.2, -0.2, -0.1], [-0.1, 0.0, 0.4], [0.4, 0.0, -0.2], [0.0, -0.2, 0.0], [0.0, -0.4, -0.1], [0.0, 0.2, 0.3], [0.0, -0.2, -0.2]]
}